ORCA calculation (wB97M-V/def2-TZVPD) on a molecular structure, C23H39Cl2N4O4Sr.

Geometry as XYZ:
```
73
Properties=species:S:1:pos:R:3:forces:R:3:mulliken_charge:R:1
O -1.186 -0.364 -1.992 0.7 -0.3 2.8 0.29
C -1.270 -0.328 -3.219 -1.6 -1.6 -3.5 -1.04
C -2.009 -1.367 -3.994 0.9 1.7 1.0 0.61
C -1.821 -2.747 -3.784 -0.4 -0.7 -0.1 -0.21
H -1.061 -3.063 -3.061 -0.3 0.0 -0.3 0.36
C -2.602 -3.661 -4.496 0.1 0.6 0.4 -0.58
H -2.449 -4.735 -4.361 -0.1 0.3 0.0 0.35
C -3.609 -3.203 -5.367 -0.1 -0.3 -0.2 -0.45
H -4.278 -3.917 -5.848 0.2 0.1 0.0 0.33
C -3.764 -1.831 -5.604 0.4 0.4 0.2 -0.56
H -4.528 -1.455 -6.290 0.1 -0.2 0.2 0.32
C -2.946 -0.917 -4.941 -0.4 -0.4 -0.8 -0.36
H -3.039 0.162 -5.110 -0.2 -0.5 0.1 0.22
H -1.339 1.230 -4.720 0.1 -0.1 -0.1 0.38
C 0.565 0.149 -4.793 0.0 0.2 -0.3 -1.58
C -0.606 0.790 -4.038 -0.1 -0.3 1.4 1.05
H 1.309 0.889 -5.122 -0.1 -0.1 0.0 0.45
H 0.170 -0.341 -5.695 0.2 0.0 0.3 0.37
H 1.050 -0.611 -4.160 -0.1 0.3 -0.3 0.21
C -0.269 1.775 -2.985 -0.7 1.3 -0.8 -1.06
C 1.088 2.074 -2.544 0.7 0.4 0.8 -0.99
H -1.105 2.264 -2.464 0.4 -0.4 -0.3 0.48
H 1.761 2.413 -3.354 -0.1 -0.2 0.2 0.36
H 1.567 1.205 -2.050 0.1 0.1 -0.2 0.11
H 1.034 2.876 -1.788 0.3 -0.2 -0.2 0.31
Sr -1.288 -0.982 0.396 -0.1 0.4 -1.2 1.28
Cl 0.828 -2.493 -0.791 0.3 -0.2 0.2 -0.86
Cl -3.982 -0.497 -0.232 -0.3 0.0 0.3 -0.79
C 1.887 -0.369 1.521 -1.2 -0.3 -0.3 0.52
O 0.727 -0.206 1.948 1.4 -0.2 -0.2 -0.57
N 2.994 0.102 2.100 0.5 0.4 0.6 0.23
C 2.924 0.893 3.321 0.1 -0.1 -0.1 -0.95
C 4.324 -0.182 1.573 -0.4 0.0 0.0 -0.92
H 2.074 -0.942 0.592 -0.2 0.1 0.2 -0.01
H 1.891 1.216 3.484 0.2 -0.1 -0.1 0.20
H 3.585 1.761 3.220 -0.2 -0.1 0.0 0.38
H 3.271 0.306 4.184 -0.1 0.1 -0.1 0.28
H 4.209 -0.693 0.611 0.1 0.1 0.2 0.28
H 4.889 -0.824 2.262 -0.1 0.1 -0.1 0.31
H 4.878 0.754 1.434 -0.1 -0.2 0.0 0.30
H -2.162 4.161 3.590 0.1 -0.1 -0.1 0.30
H -4.761 4.099 2.361 0.1 0.0 -0.2 0.31
C -1.856 3.981 2.550 -0.2 0.0 -0.1 -0.93
C -4.100 3.992 1.490 0.1 -0.5 0.1 -0.93
N -2.890 3.249 1.830 0.5 0.7 0.5 0.23
H -0.924 3.411 2.531 -0.2 0.1 0.0 0.21
C -2.718 1.963 1.508 0.2 -1.0 -0.4 0.21
O -1.667 1.314 1.663 -1.0 0.8 0.2 -0.51
H -4.629 3.450 0.698 0.1 0.2 0.2 0.33
H -3.610 1.485 1.063 0.3 0.0 -0.1 0.13
H -1.726 4.958 2.072 0.2 -0.1 0.1 0.34
H -3.815 4.994 1.147 -0.1 -0.2 -0.1 0.30
C 0.544 -4.133 2.385 0.2 -0.2 -0.7 -0.99
N 0.122 -3.255 3.452 -0.5 0.1 0.1 0.41
C 0.829 -3.288 4.717 -0.2 -0.2 -0.2 -0.71
C 0.566 -2.002 5.456 0.4 0.3 0.4 -0.32
C -0.921 -1.845 5.637 -0.1 -0.1 0.1 -0.75
N -1.555 -1.896 4.343 -0.1 -0.1 -0.2 0.37
C -2.872 -1.330 4.195 -0.6 0.3 -0.3 -0.94
C -1.059 -2.601 3.290 -0.2 0.2 -1.0 0.43
O -1.679 -2.617 2.188 0.8 -0.3 1.7 -1.13
H 1.414 -4.698 2.734 -0.2 0.0 -0.1 0.36
H 0.818 -3.551 1.488 -0.1 -0.3 0.2 0.25
H -0.262 -4.825 2.102 0.3 0.1 0.1 0.31
H 0.478 -4.145 5.321 0.3 0.1 0.0 0.22
H 1.894 -3.420 4.501 -0.2 0.0 0.1 0.50
H 0.963 -1.150 4.891 -0.1 -0.2 0.0 -0.05
H 1.065 -2.026 6.428 0.0 0.0 0.0 0.38
H -1.174 -0.889 6.107 0.1 -0.1 0.0 0.52
H -1.305 -2.651 6.284 0.0 0.2 0.0 0.24
H -3.575 -2.083 3.819 0.1 0.2 0.1 0.32
H -3.206 -0.968 5.172 0.0 -0.1 -0.2 0.42
H -2.867 -0.495 3.480 -0.1 -0.2 0.2 0.12
```
Positions in Å, forces in eV/Å.

Properties
LUMO level (spin up / spin down), Ha: 0.073 / 0.073
E_HOMO (spin up / spin down), eV: -3.1 / -0.1
Frontier orbital gap (spin up / spin down), eV: 5.07 / 2.13
Spin multiplicity: 1
Energy, a.u.: -2371.051332
Net charge: -1
ΔE to the lowest compared entry with this formula, charge and spin, kcal per mole: 0.0



ORCA calculation (wB97M-V/def2-TZVPD) on a molecular structure, C23H39ClInO10.

Geometry as XYZ:
```
74
Properties=species:S:1:pos:R:3:forces:R:3:mulliken_charge:R:1
O -1.643 3.098 -5.671 2.3 -3.1 1.9 -0.57
C -0.959 2.164 -5.168 0.0 0.2 -1.7 -0.02
O -0.328 1.147 -5.946 -1.9 2.7 2.5 -0.56
In -1.766 -0.416 -6.088 -1.1 -0.3 -0.4 0.94
Cl -0.716 -2.441 -7.076 0.0 0.4 0.1 -0.63
C -0.675 2.050 -3.575 0.4 -0.1 1.4 0.84
C 0.611 2.756 -3.078 -2.8 -2.4 3.2 -0.38
C 0.938 2.631 -1.566 -2.8 -1.3 -1.6 -0.53
C 0.000 1.839 -0.594 -0.6 0.5 -3.9 -0.22
C -1.275 1.155 -1.158 1.8 1.6 -2.2 -0.26
C -1.654 1.251 -2.675 3.9 2.1 2.0 -0.47
H -3.034 0.219 -7.227 0.7 -0.3 0.3 -0.29
H -2.460 -0.898 -4.514 0.4 0.1 -0.4 -0.32
H 1.288 3.310 -3.803 -1.1 -0.9 1.2 0.25
H 1.893 3.138 -1.206 -1.5 -0.9 -0.3 0.26
H 0.280 1.793 0.519 -0.6 0.0 -1.9 0.36
H -1.969 0.552 -0.489 1.1 1.0 -0.9 0.24
H -2.597 0.751 -3.075 1.7 0.9 0.6 0.39
O -3.534 -0.479 0.556 0.2 -0.8 0.1 -0.67
C -3.107 -1.466 1.114 -0.4 0.2 0.1 0.98
O -2.833 -2.578 0.410 0.1 0.3 -0.5 -0.38
C -2.128 -3.709 0.938 0.0 -0.2 0.2 0.12
C -3.077 -4.669 1.625 -0.2 0.0 0.1 -1.10
C -2.964 -1.505 2.609 0.4 0.4 0.2 -0.84
H -1.308 -3.392 1.586 -0.1 0.0 -0.1 -0.08
H -1.668 -4.210 0.084 -0.1 0.3 0.0 0.37
H -3.566 -4.205 2.484 0.1 0.0 0.0 0.27
H -2.543 -5.558 1.970 0.0 0.1 0.0 0.39
H -3.870 -4.979 0.939 0.1 0.0 0.0 0.30
H -3.906 -1.831 3.054 0.1 -0.1 -0.1 0.43
H -2.735 -0.496 2.959 -0.3 -0.4 -0.2 -0.15
H -2.148 -2.138 2.955 -0.2 -0.1 0.1 0.34
O 1.249 -3.298 1.643 0.5 0.4 0.7 -0.59
C 1.584 -2.274 2.194 -0.7 -0.1 -0.5 0.55
O 2.435 -2.312 3.237 0.5 -0.5 0.0 -0.37
C 3.055 -1.157 3.815 -0.1 0.2 0.1 -0.48
C 2.167 -0.537 4.875 -0.2 0.1 0.0 -0.55
C 0.987 -0.953 1.797 0.2 0.2 -0.6 -0.37
H 3.349 -0.440 3.044 -0.1 -0.1 0.0 0.35
H 3.980 -1.504 4.280 -0.1 -0.2 -0.2 0.31
H 1.225 -0.181 4.451 0.1 0.0 0.0 -0.08
H 2.671 0.305 5.355 0.0 -0.1 0.0 0.38
H 1.911 -1.276 5.638 0.1 0.0 -0.1 0.29
H 0.064 -0.790 2.358 0.1 0.1 0.1 -0.20
H 0.753 -0.987 0.730 -0.1 -0.1 0.2 0.40
H 1.661 -0.109 1.933 -0.1 0.0 0.2 0.40
O 2.777 1.188 -3.988 0.6 -0.7 -0.4 -0.52
C 3.233 0.600 -4.940 -0.2 0.6 0.3 0.80
O 3.569 -0.699 -4.839 -0.2 -0.3 0.4 -0.38
C 3.908 -1.535 -5.951 0.1 0.0 -0.2 -0.37
C 5.384 -1.431 -6.280 0.2 0.2 0.0 -0.94
C 3.525 1.324 -6.225 -0.5 0.2 -0.5 -1.02
H 3.271 -1.322 -6.813 0.0 0.1 0.1 0.33
H 3.679 -2.559 -5.647 -0.1 0.2 0.2 0.30
H 5.657 -0.419 -6.584 -0.1 -0.1 -0.1 0.27
H 5.648 -2.118 -7.087 0.0 0.0 0.0 0.35
H 5.988 -1.672 -5.401 -0.1 -0.1 -0.1 0.29
H 4.531 1.747 -6.181 0.0 -0.1 0.0 0.31
H 2.802 2.135 -6.335 0.1 -0.1 0.2 0.25
H 3.421 0.701 -7.112 0.2 0.0 0.0 0.33
O -1.392 0.232 4.314 0.0 0.6 0.9 -0.58
C -1.592 1.311 4.826 0.1 -0.1 -0.6 0.78
O -2.316 1.401 5.956 0.1 -0.6 0.3 -0.38
C -2.429 2.588 6.752 -0.1 0.3 0.0 -0.39
C -3.552 3.473 6.251 -0.1 0.1 -0.2 -0.97
C -1.123 2.576 4.164 0.6 0.2 0.1 -1.04
H -1.474 3.116 6.810 -0.1 0.0 -0.1 0.35
H -2.659 2.256 7.767 0.1 -0.2 -0.2 0.31
H -3.364 3.823 5.234 0.0 0.0 0.1 0.28
H -3.674 4.344 6.899 0.0 -0.1 0.0 0.36
H -4.493 2.918 6.227 0.1 0.0 0.1 0.30
H -1.886 2.922 3.464 0.0 0.0 0.1 0.29
H -0.207 2.357 3.611 -0.3 -0.1 -0.1 0.27
H -0.872 3.370 4.866 -0.2 0.1 0.0 0.35
```
Positions in Å, forces in eV/Å.

Properties
LUMO level, Ha: 0.063
E_HOMO, eV: -5.4
Frontier orbital gap, eV: 7.11
Spin multiplicity: 1
Energy, a.u.: -2302.465538
Net charge: -1
ΔE to the lowest compared entry with this formula, charge and spin, kcal per mole: 103.0



ORCA calculation (wB97M-V/def2-TZVPD) on a molecular structure, C23H40Cl3N4O3SiV.

Geometry as XYZ:
```
75
Properties=species:S:1:pos:R:3:forces:R:3:mulliken_charge:R:1
C 4.525 0.691 -0.638 0.1 0.9 -0.3 -1.13
C 4.058 0.684 0.787 0.0 -0.2 1.5 0.50
H 5.319 1.443 -0.740 -0.2 -0.2 -0.4 0.50
H 3.691 0.925 -1.318 0.3 0.0 0.2 -0.04
H 4.961 -0.274 -0.959 -0.3 0.2 0.4 0.22
C 4.846 1.114 1.797 -0.2 -0.3 -0.7 0.07
C 5.952 2.114 1.582 0.7 0.1 -0.1 -1.51
H 4.739 0.748 2.821 -0.7 0.5 -0.1 0.40
H 5.565 2.984 1.021 0.2 -0.3 0.2 0.35
H 6.831 1.741 1.028 -0.2 0.0 0.2 0.33
H 6.329 2.487 2.544 -0.1 -0.1 -0.2 0.36
V -1.976 -1.460 -1.575 -0.4 0.3 -0.1 0.61
Cl -1.087 -3.180 -2.676 0.1 -0.1 -0.4 -0.48
Cl -3.406 0.269 -1.367 0.0 0.0 0.0 -0.50
H -6.719 -2.510 -1.395 0.1 0.2 -0.1 0.35
H -6.194 -3.224 -4.124 0.0 0.2 0.0 0.35
C -6.213 -1.609 -1.776 -0.1 0.3 0.1 -0.93
C -5.612 -2.290 -4.094 0.0 -0.2 -0.5 -0.99
N -5.193 -1.970 -2.750 0.9 -1.2 1.0 0.33
H -5.732 -1.088 -0.941 -0.2 -0.1 -0.3 0.22
C -4.124 -2.684 -2.269 -2.3 -0.5 -0.2 -0.16
O -3.912 -2.883 -1.057 0.8 0.9 -1.4 -0.61
H -4.715 -2.443 -4.703 -0.2 0.1 0.0 0.34
H -3.561 -3.196 -3.079 0.0 0.4 0.5 0.71
H -6.948 -0.951 -2.257 0.2 -0.1 0.2 0.36
H -6.209 -1.482 -4.524 0.2 -0.1 0.1 0.32
H 0.559 3.112 0.212 -0.1 -0.1 0.3 0.15
H 2.035 2.754 2.547 -0.4 0.2 0.1 0.27
C -0.200 3.514 0.897 0.2 -0.3 -0.3 -0.93
C 1.153 3.277 2.967 0.0 -0.2 0.0 -0.84
N -0.041 2.911 2.208 -0.6 -0.3 0.3 0.37
H -1.196 3.240 0.534 0.2 0.2 0.0 0.37
C -0.877 1.905 2.563 0.2 0.4 -0.7 0.02
O -1.744 1.425 1.817 0.3 0.2 0.8 -0.67
H 1.019 2.983 4.023 0.1 0.2 -0.4 0.35
H -0.743 1.563 3.612 0.0 0.1 -0.4 0.43
H -0.079 4.602 0.974 -0.2 -0.2 0.1 0.29
H 1.310 4.366 2.887 -0.1 -0.4 0.2 0.31
O 1.751 1.199 0.505 -1.1 2.7 1.1 -0.57
C 2.576 0.262 0.942 0.2 -2.1 -1.6 -0.61
C 1.608 -0.153 3.337 -0.3 -0.2 0.4 0.72
C 2.217 -0.614 2.178 0.9 0.4 -0.8 0.25
H 1.247 0.881 3.380 0.4 -0.7 0.0 -0.17
C 1.427 -1.029 4.422 0.1 -0.3 -0.3 -0.88
H 2.476 -0.409 0.078 0.5 -1.9 0.1 0.16
C 2.603 -1.956 2.081 -0.2 -0.1 0.7 -0.30
H 0.960 -0.688 5.345 0.1 0.0 -0.2 0.40
C 1.843 -2.368 4.334 -0.2 0.3 -0.1 -0.42
C 2.415 -2.836 3.151 0.1 0.3 -0.3 -0.87
H 3.070 -2.283 1.155 0.0 0.0 0.1 0.44
H 1.699 -3.060 5.166 0.0 0.3 -0.1 0.37
H 2.718 -3.879 3.055 -0.1 0.2 0.1 0.37
Si -0.109 1.142 -3.079 -1.0 -0.7 0.4 0.33
Cl -0.092 -0.215 -1.314 0.9 1.3 -0.7 0.26
C -0.838 2.785 -2.608 0.0 0.1 0.1 -0.77
C -1.238 0.169 -4.249 0.2 0.0 -0.3 -1.08
C 1.594 1.216 -3.734 0.3 0.1 0.0 -1.09
H -0.295 3.254 -1.774 -0.2 -0.2 -0.3 0.18
H -1.906 2.703 -2.346 0.4 0.0 -0.1 0.24
H -0.736 3.447 -3.488 -0.1 -0.2 0.3 0.41
H 2.162 2.013 -3.255 0.1 0.0 0.0 0.30
H 1.485 1.455 -4.795 0.2 0.0 -0.1 0.41
H 2.144 0.282 -3.634 0.0 0.0 0.0 0.33
H -0.765 -0.741 -4.642 0.1 0.2 0.2 0.31
H -1.436 0.811 -5.128 -0.1 -0.2 0.3 0.40
H -2.219 -0.135 -3.846 0.2 0.4 0.0 0.24
N -2.155 -1.344 1.361 0.6 -1.2 -0.1 -0.19
C -1.789 -2.037 2.457 0.1 -0.1 -0.8 -0.28
C -0.974 -3.082 2.045 0.3 -0.1 0.0 -0.93
C -0.837 -2.965 0.659 -1.3 1.1 0.6 -0.41
N -1.593 -1.909 0.248 0.4 -0.8 2.4 0.67
H -2.514 -0.391 1.356 0.1 0.2 -0.2 0.36
H -2.137 -1.767 3.444 0.1 0.1 -0.2 0.45
H -0.480 -3.810 2.672 -0.1 0.1 -0.1 0.43
H -0.293 -3.556 -0.061 -0.1 0.0 0.1 0.47
```
Positions in Å, forces in eV/Å.

Properties
LUMO level (spin up / spin down), Ha: -0.054 / -0.029
E_HOMO (spin up / spin down), eV: -5.8 / -5.8
Frontier orbital gap (spin up / spin down), eV: 4.32 / 5.04
Spin multiplicity: 3
Energy, a.u.: -3959.242342
ΔE to the lowest compared entry with this formula, charge and spin, kcal per mole: 124.2